Computed, not measured: a 2-piece molecular cluster, C4H9O2S overall, with the ωB97M-V functional and the def2-TZVPD basis.

Last column: Mulliken charge in e.
Atoms and positions in Å:
H1 -1.78997 1.68423 -1.73422  0.36
H2 0.79662 2.80409 0.55026  0.28
H3 1.03052 -1.76400 0.59527  0.17
C1 1.38230 2.23969 -0.18407  -0.64
H4 1.47891 1.19410 0.12759  0.10
H5 2.37521 2.67656 -0.29159  0.29
H6 -0.95877 1.11739 -0.32084  0.13
H7 0.20165 -3.29081 0.19930  0.33
S1 0.55758 2.25187 -1.80326  -0.10
O1 -1.99027 -2.25979 0.30756  -0.26
H8 0.57439 -2.86023 1.89920  0.29
C2 -0.86494 1.21314 -1.40451  -0.68
C3 0.28076 -2.48810 0.93137  -0.75
C4 -1.06493 -1.80643 1.06275  0.76
H9 -0.75867 0.21212 -1.82810  0.25
O2 -1.25039 -0.92385 1.89328  -0.54

The HOMO energy (alpha / beta) is -8.47 / -8.47 eV. The spin multiplicity is 2. Its orbital gap (alpha / beta) is 9.17 / 5.07 eV. The energy above the lowest of the compared OMol25 structures with the same formula, charge and spin is 18.19 kcal/mol. The total charge is 0. The LUMO energy (alpha / beta) is 0.696 / -3.398 eV. For the molar mass, the calculation gives 121.18 g mol⁻¹. As for the electronic energy: -19221.9858 eV.